Record 1
ORCA calculation (ωB97M-V with the def2-TZVPD basis set) on a cluster of 7 separate species, C46H52F7NO3S in total.

Each line ends with the Löwdin charge.
Positions of all 110 atoms, in Å:
S -2.8609 -5.5150 -3.1330  0.5477
F -3.0579 5.3666 -1.5864  0.0439
F 0.3066 -0.5071 -1.5168  0.0361
F -9.2248 5.7305 6.3696  0.0518
F -6.6864 7.2843 2.8819  0.0272
F 0.1759 -0.3971 3.1817  0.0571
F -3.1154 -7.0538 -3.1521  -0.1364
F 12.8424 -8.3429 -1.2332  0.0563
O -3.4056 -4.9674 -1.9519  -0.2322
O -3.3484 -5.0035 -4.3495  -0.2405
O 7.3935 -6.0923 -2.3840  -0.1834
N -1.2150 -5.3443 -3.1439  -0.0924
C 12.0579 -9.7088 -2.9800  -0.0203
C -2.9638 5.9944 -0.3945  -0.2820
C -7.4849 7.3173 6.3245  -0.0194
C -0.7726 1.5659 -1.8206  -0.0285
C 0.8287 -3.6961 -1.1970  -0.1840
C -7.5889 9.2079 7.8057  -0.0959
C -1.7141 6.2172 0.1459  -0.0243
C -6.9366 8.4948 6.8095  -0.0759
C -0.1093 1.8705 3.7389  -0.0172
C 4.2599 -3.8672 -2.2702  -0.2138
C -1.9175 2.3396 -1.7058  -0.0758
C 12.6948 -7.6941 -4.7835  -0.0846
C -4.1185 6.3920 0.2478  -0.0075
C -8.7945 8.7445 8.3144  -0.0831
C 11.8162 -9.8850 -4.3343  -0.0841
C 6.3677 -4.3751 -3.7008  -0.1679
C 12.6109 -8.5197 -2.5483  -0.2921
C 8.4986 -6.4440 -1.5872  -0.1166
C -4.0185 7.0313 1.4753  -0.0689
C -0.4038 -4.5956 -0.9006  -0.1686
C 0.4395 3.5505 2.1061  -0.0938
C -3.0926 0.4673 -0.7626  -0.0717
C -8.3304 6.9715 1.2242  -0.0192
C 0.7193 1.2243 1.5683  -0.0145
C 2.9221 -3.1585 -2.4907  -0.1995
C -10.0239 5.2958 1.5614  -0.0911
C 0.8033 2.5593 1.2055  -0.0794
C -1.9533 -0.3147 -0.8827  -0.0102
C -1.6202 6.8652 1.3688  -0.0912
C 0.2626 0.9008 2.8292  -0.2821
C 7.1633 -4.6933 -2.4466  -0.2431
C 12.9311 -7.5064 -3.4297  -0.0205
C -0.8096 0.2501 -1.4078  -0.2944
C 1.7019 -4.1067 -2.3841  -0.2078
C -2.7692 7.2697 2.0340  -0.0874
C -9.4636 4.9717 2.7893  -0.0698
C -9.3535 7.5718 7.8279  -0.0172
C 12.1361 -8.8805 -5.2369  -0.0979
C -9.4557 6.2929 0.7796  -0.0809
C -8.6861 6.8753 6.8412  -0.2787
C 4.8420 -4.4447 -3.5681  -0.1932
C -0.5956 -5.7723 -1.8343  -0.2324
C -0.0144 3.2050 3.3716  -0.0800
C -3.0765 1.7923 -1.1745  -0.0835
C -8.3335 5.6392 3.2349  -0.0196
C -7.7885 6.6289 2.4457  -0.2727
H 0.4802 -2.6896 -1.4056  0.0802
H 6.7202 -4.3026 -1.5287  0.1121
H -10.2956 7.1980 8.2060  0.1174
H 4.1235 -4.6590 -1.5345  0.1139
H -7.8762 7.7572 0.6343  0.1185
H -5.9992 8.8555 6.4083  0.1063
H -0.4680 1.5801 4.7173  0.1165
H -3.9939 0.0396 -0.3451  0.1068
H -1.9057 3.3699 -2.0292  0.0893
H 11.8219 -10.4824 -2.2614  0.1168
H 13.3584 -6.5855 -3.0559  0.1165
H -0.6469 7.0545 1.8023  0.1018
H 11.9494 -9.0229 -6.2928  0.1004
H -6.9858 6.7463 5.5561  0.0948
H 11.3772 -10.8090 -4.6852  0.1044
H 1.1526 2.8255 0.2172  0.1012
H 4.9529 -3.1639 -1.8140  0.1009
H -5.0808 6.2012 -0.2099  0.1156
H 0.1438 1.9775 -2.2239  0.1178
H -9.8897 6.5439 -0.1786  0.1053
H 8.2246 -6.5522 -0.5360  0.0854
H 1.0047 0.4376 0.8819  0.1109
H -1.2846 -6.4626 -1.3472  0.1033
H -0.2960 3.9764 4.0758  0.1039
H -10.9038 4.7722 1.2127  0.1020
H 8.1381 -4.2047 -2.5469  0.1127
H -1.2933 -3.9802 -0.9476  0.0888
H -9.9062 4.1989 3.4027  0.1093
H -3.9664 2.4005 -1.0823  0.1021
H 2.0365 -5.1369 -2.2916  0.0976
H 8.8642 -7.3967 -1.9600  0.0822
H 6.6589 -5.1360 -4.4230  0.1129
H 0.3040 -6.3456 -2.0052  0.1105
H 0.5081 4.5919 1.8214  0.0864
H -0.8316 5.8859 -0.3858  0.1154
H -1.9484 -1.3517 -0.5725  0.1134
H -4.9122 7.3417 1.9920  0.0783
H -7.8793 5.3937 4.1823  0.0962
H -2.6927 7.7715 2.9896  0.1014
H -0.2848 -4.9963 0.1023  0.1134
H 12.9480 -6.9111 -5.4854  0.1042
H -7.1575 10.1245 8.1849  0.1007
H 4.4681 -5.4495 -3.7446  0.1105
H 2.9003 -2.6196 -3.4329  0.1055
H 4.4276 -3.8471 -4.3795  0.1008
H 9.3302 -5.7381 -1.6528  0.0818
H -9.3022 9.2971 9.0932  0.1045
H -0.9004 -6.0312 -3.8309  0.1115
H 1.4851 -3.6167 -0.3323  0.1123
H 6.7033 -3.4366 -4.1312  0.1103
H 1.1374 -4.0099 -3.3089  0.1046
H 2.8121 -2.4058 -1.7104  0.0977

## Properties
LUMO level (Eh): 0.02166
Multiplicity: 1
SMILES: COCCCCCCCCCNS(=O)(=O)F.Fc1ccccc1.Fc1ccccc1.Fc1ccccc1.Fc1ccccc1.Fc1ccccc1.Fc1ccccc1
Total energy (eV): -86034.18905
Kohn-Sham gap (eV): 9.7



Record 2
ORCA calculation (ωB97M-V with the def2-TZVPD basis set) on a cluster of 2 separate species, C4H6BrNO2 in total.

Each line ends with the Mulliken spin population.
Positions of all 14 atoms, in Å:
Br 0.3116 -1.5298 -1.0298  0.2498
O -2.3307 0.5784 -1.2767  0.0019
O -2.0201 -0.5068 -3.2542  -0.0001
N 0.9604 -1.3552 2.0942  0.1279
C 0.7035 -0.1195 1.7690  1.4700
C -2.1453 -0.0283 -2.2339  0.0007
C 0.7805 1.3396 -0.2002  0.0461
C 0.1404 0.1801 0.4638  0.0418
H 0.7897 -2.0883 1.2918  0.0526
H -0.9667 0.1316 0.4164  0.0358
H 0.3341 2.2282 0.2404  0.0002
H 0.4999 1.2743 -1.3065  0.0001
H 1.8746 1.5900 0.0571  -0.0167
H 1.0680 -1.6944 2.9687  -0.0100

## Properties
LUMO level (spin up / spin down) (Eh): 0.02098 / -0.07593
Multiplicity: 3
Total energy (eV): -79868.85622
Energy relative to the best compared isomer or geometry (same formula, charge and spin) (kcal per mole): 0.0
⟨S²⟩: 2.015
Kohn-Sham gap (spin up / spin down) (eV): 7.0 / 8.0



Record 3
ORCA calculation (ωB97M-V with the def2-TZVPD basis set) on a cluster of 4 separate species, C12H33ClN3O7 in total.

Each line ends with the Mulliken spin population.
Positions of all 56 atoms, in Å:
Cl 3.1335 -1.3477 -0.4706  -0.0029
O 2.1933 -0.4058 -0.9833  0.0031
O 2.6000 -2.6693 -0.7954  0.0084
O -1.7838 -0.4518 -2.6136  0.0001
O 0.8805 3.7132 0.9697  -0.0012
O 4.3771 -1.1000 -1.1421  0.0018
O -3.2752 -0.0195 1.6183  0.0004
O 3.3549 -1.2772 0.9878  0.0132
N 0.3211 -0.6838 2.7665  0.4509
N -2.8393 -2.9517 -3.8599  0.0000
N 2.7842 1.2784 3.0529  0.4825
C -0.8418 -0.6293 1.8400  -0.0609
C -0.9798 -1.6202 -2.7473  0.0002
C 3.7840 3.4698 2.5448  0.0662
C -1.0799 -4.1913 -2.8997  0.0000
C -1.9074 -2.9193 -2.7882  -0.0001
C -1.0764 0.7003 -2.9493  -0.0001
C -1.9587 0.3169 2.2198  0.0036
C 2.4839 2.5874 2.5407  -0.0130
C -3.3627 0.2911 0.2537  0.0002
C 1.5959 2.5081 1.2628  -0.0097
C -1.2704 -2.1147 1.7363  0.0527
C 0.1556 3.6751 -0.2127  -0.0007
H -0.4552 -0.2842 0.8810  0.0324
H -0.3856 -1.5898 -1.8340  0.0003
H -0.0270 0.5805 -2.6800  0.0000
H 3.5322 1.1743 3.7235  -0.0066
H 2.9775 0.6690 2.2709  -0.0118
H -4.3440 0.7263 0.0644  0.0002
H 0.6511 0.2531 2.9494  -0.0244
H 4.5514 3.2138 1.8144  -0.0006
H -0.5700 2.8618 -0.1996  0.0007
H -1.5144 -2.4042 2.7584  -0.0048
H -2.0062 0.4930 3.2945  -0.0014
H 2.2675 2.3496 0.4191  0.0042
H -3.4725 -0.6341 -0.3121  -0.0001
H 1.7903 3.0000 3.2733  0.0321
H -0.3295 4.6478 -0.2934  -0.0001
H -2.6260 0.9300 -0.2331  0.0006
H 3.5533 4.5244 2.3940  0.0041
H 1.0748 -0.9065 2.1322  -0.0236
H -3.3451 -2.0817 -3.7738  0.0000
H -0.3499 -1.5572 -3.6346  0.0000
H -0.8003 -4.4442 -1.8769  0.0000
H -2.3217 -2.7543 -4.7044  0.0000
H -1.1139 0.8111 -4.0331  0.0000
H -2.5286 -3.0501 -1.9022  0.0001
H -2.2139 -2.2061 1.1982  0.0050
H 0.8755 1.7016 1.1259  -0.0031
H -1.5052 -5.1162 -3.2892  0.0000
H 0.8077 3.3877 -1.0375  0.0000
H -0.0963 -3.9749 -3.3165  0.0000
H -0.5145 -2.8313 1.4153  0.0009
H -1.6350 1.3266 1.9671  0.0023
H -1.4217 1.6006 -2.4409  0.0001
H 4.2069 3.4245 3.5484  -0.0011

## Properties
LUMO level (spin up / spin down) (Eh): 0.00172 / -0.21565
Multiplicity: 2
Total energy (eV): -44290.18132
⟨S²⟩: 0.759
Kohn-Sham gap (spin up / spin down) (eV): 9.3 / 3.4